[1]
This record from OMol25 describes a 2-piece molecular cluster, C15H22F7N2O12P2S overall in a non-equilibrium geometry. The level of theory is the ωB97M-V functional and the def2-TZVPD basis.

Geometry as XYZ:
```
61
Properties=species:S:1:pos:R:3:forces:R:3
C 0.50540 -5.57277 3.52199 -0.955 -0.007 -0.270
C -0.09696 -4.89314 2.72080 -0.033 0.886 0.882
C -0.94473 -3.82986 2.05657 0.018 -1.606 0.009
C -1.04933 -2.50702 2.86628 0.132 -0.120 0.870
C -1.01900 -1.12867 2.14060 -1.226 -0.259 -0.090
C -0.17477 -0.93822 0.83196 0.547 0.017 1.865
S -1.04331 -1.52908 -0.68723 1.940 -0.807 -4.826
O -0.44739 -2.73545 -1.20873 -0.425 -0.375 2.359
O -0.97211 -0.55158 -1.75867 -0.738 1.177 1.993
C -2.85921 -1.83962 -0.48929 -2.309 -0.465 0.220
F -3.24804 -2.55741 0.59329 0.866 0.488 -0.040
F -3.18790 -2.58863 -1.55487 0.826 0.410 0.448
C -3.76358 -0.54341 -0.57464 -0.321 0.199 -1.313
F -4.07740 -0.37469 -1.87773 0.232 -0.025 0.714
F -3.13409 0.59886 -0.17170 0.099 -0.740 0.383
C -5.12501 -0.64569 0.19302 -0.920 1.664 0.153
F -4.93045 -0.46025 1.51513 0.107 -0.825 -0.565
F -5.86497 0.40992 -0.21308 0.509 -0.501 0.065
F -5.82389 -1.73464 -0.08466 0.770 0.023 0.399
N 0.02841 0.56294 0.73947 -0.322 0.037 -0.741
C 1.08858 1.04121 -0.18715 1.996 2.732 -1.030
C 1.46271 2.52203 0.26110 0.129 0.395 -1.176
C 1.36079 3.46940 -0.99510 -0.248 0.010 0.183
O 0.30699 3.60307 -1.56582 0.457 -0.302 0.331
C 2.40342 0.21803 -0.20049 -1.090 -0.357 -0.640
P 3.36900 0.55063 -1.76636 1.978 1.368 -0.117
O 3.87192 1.94007 -1.75365 -1.044 -0.230 0.450
O 2.49344 0.19918 -3.07185 1.392 -0.845 1.401
O 4.68690 -0.41793 -1.65924 -1.866 0.025 0.018
O 2.11506 -1.18058 -0.19681 -0.349 0.223 0.357
C 1.25699 -1.59935 0.86481 0.162 0.776 -0.482
P 2.19464 -1.39127 2.47258 1.861 -2.298 2.431
O 2.13242 -2.66564 3.20307 -0.828 0.524 -0.342
O 1.67594 -0.12110 3.35420 0.731 -0.360 -1.330
O 3.80658 -1.14024 2.22885 -1.893 0.851 -1.135
H 0.80192 -6.25767 4.30916 0.192 0.435 -0.713
H -1.95732 -4.28852 2.02343 0.564 0.357 -0.216
H -0.62710 -3.76121 0.99982 -0.171 0.291 0.470
H -2.01027 -2.54603 3.42543 0.530 0.175 -0.454
H -0.29070 -2.49440 3.67597 -0.210 -0.127 -0.762
H -2.06979 -0.85288 1.87657 0.672 -0.137 0.056
H -0.75444 -0.37690 2.91717 0.238 -0.386 -0.716
H 0.25226 0.95991 1.66705 -0.004 -0.611 -0.024
H -0.85040 1.03728 0.46367 0.143 -0.287 -0.090
H 0.76281 1.17736 -1.23776 -0.808 -0.807 0.867
H 2.50467 2.61060 0.61806 -0.609 -0.267 0.202
H 0.73937 2.93942 0.99187 0.426 -0.251 -0.242
H 2.28013 3.99785 -1.33715 -0.347 -0.280 0.349
H 3.05919 0.58176 0.61885 -0.163 -0.671 -0.217
H 3.12674 -0.17321 -3.72029 -0.584 0.058 -0.164
H 5.26842 0.01923 -1.01025 0.092 -0.106 -0.450
H 1.16490 -2.69567 0.72466 -0.017 0.647 0.416
H 2.20503 -0.12501 4.17748 -0.306 0.159 -0.108
H 4.09867 -1.79097 1.56182 0.187 0.116 0.401
C -0.45692 5.08695 -4.52002 -0.083 -0.228 -0.008
N -0.95153 6.47322 -4.73587 -0.076 0.022 -0.091
O -2.01038 6.60768 -5.31362 0.125 0.062 0.093
O -0.25388 7.37343 -4.31367 -0.089 -0.094 -0.032
H -1.17369 4.39079 -4.94402 -0.016 0.119 -0.020
H 0.50587 5.00100 -5.01759 0.015 0.073 0.110
H -0.36056 4.93688 -3.44743 0.117 0.056 -0.092
```
Positions in Å, forces in eV/Å.

Strongest force on any atom: 5.26 eV/A
Total charge: +1



[2]
This record from OMol25 describes C15H22FNO in the gas phase. The level of theory is the ωB97M-V functional and the def2-TZVPD basis.

Geometry as XYZ:
```
40
Properties=species:S:1:pos:R:3:forces:R:3
C -0.99395 2.56431 -1.33894 0.004 0.162 0.218
C -0.70405 2.81363 0.13601 0.163 -0.202 -0.054
C -0.52767 1.53937 0.96469 -0.227 0.249 0.101
C -1.79678 0.68378 1.08774 0.202 -0.038 -0.133
H -2.67190 1.32570 0.98294 -0.098 0.022 0.030
H -1.83203 0.23139 2.08088 -0.101 -0.020 -0.023
C -1.86907 -0.46567 0.07355 -0.176 -0.182 0.466
C -0.74843 -1.44311 0.40273 -0.169 0.308 -0.626
O -0.67893 -2.03906 1.45685 -0.028 -0.105 0.511
N 0.16133 -1.61350 -0.58791 0.176 -0.129 -0.367
H 0.11870 -1.02962 -1.40805 -0.125 0.029 0.140
C 1.36623 -2.39976 -0.40313 0.001 -0.038 0.133
C 2.55140 -1.50184 -0.15687 0.000 -0.126 -0.095
C 3.54096 -1.33226 -1.11542 -0.121 -0.038 0.181
C 4.59651 -0.46425 -0.89540 0.172 0.226 0.153
C 4.63982 0.23828 0.29411 -0.069 -0.102 -0.115
C 3.66594 0.09248 1.26624 0.150 0.084 -0.047
C 2.62327 -0.78384 1.03285 0.098 -0.032 -0.100
H 1.85324 -0.91925 1.77736 -0.110 -0.010 0.108
H 3.73409 0.65549 2.18341 0.035 0.069 0.094
F 5.66279 1.09163 0.51276 -0.068 -0.056 -0.002
H 5.37479 -0.32679 -1.62927 0.093 0.040 -0.052
H 3.49323 -1.88661 -2.04149 -0.012 -0.066 -0.098
H 1.52838 -3.02694 -1.28402 0.015 0.003 0.118
H 1.18122 -3.03354 0.46855 0.046 -0.010 -0.200
C -3.20161 -1.22519 0.15292 0.046 0.117 -0.165
C -4.37909 -0.42924 -0.39584 0.154 -0.126 0.104
H -4.55906 0.46751 0.19100 -0.071 0.119 0.018
H -4.19557 -0.13525 -1.42778 -0.033 0.063 -0.120
H -5.28171 -1.03487 -0.37005 -0.124 0.010 -0.025
H -3.38548 -1.50091 1.19210 0.060 -0.081 0.012
H -3.10507 -2.15135 -0.41996 -0.021 -0.057 0.071
H -1.73880 -0.08466 -0.94220 0.041 0.000 -0.027
H 0.28582 0.94438 0.54311 0.111 -0.010 0.029
H -0.21422 1.84179 1.96624 0.085 -0.061 0.002
H -1.51402 3.40847 0.56455 0.020 0.067 0.062
H 0.21304 3.40239 0.21747 -0.042 0.076 0.033
H -1.95813 2.08051 -1.47123 -0.113 -0.086 -0.099
H -0.21960 1.93875 -1.77988 0.062 -0.098 -0.106
H -1.01557 3.50766 -1.88062 -0.028 0.029 -0.124
```
Positions in Å, forces in eV/Å.

Strongest force on any atom: 0.72 eV/A
ΔE to the lowest compared entry with this formula, charge and spin: 10.9 kJ/mol
Total charge: 0



[3]
This record from OMol25 describes C15H22GeI2N4O2STi as an isolated structure in a non-equilibrium geometry. The level of theory is the ωB97M-V functional and the def2-TZVPD basis.

Geometry as XYZ:
```
48
Properties=species:S:1:pos:R:3:forces:R:3
Ti 0.64921 -0.77247 -0.45045 1.499 -0.530 -0.758
I 2.49024 -0.86753 2.41275 -0.009 0.029 -0.001
C 1.83519 -2.02059 0.73236 -0.271 0.012 0.296
I 0.61800 -2.28770 -2.61889 -0.029 0.159 0.350
H 1.19145 -2.79724 1.15120 0.018 -0.031 -0.019
H 2.71920 -2.46325 0.28532 -0.031 0.043 -0.018
N -6.81273 0.75992 3.00733 -0.023 0.011 0.029
C -5.61773 0.34270 2.46774 0.086 -0.018 -0.022
C -5.60593 -0.53036 1.37014 0.030 0.024 0.029
C -4.41361 -0.98727 0.85634 -0.052 -0.076 -0.050
C -3.21721 -0.57866 1.43184 0.254 0.001 0.168
C -3.20566 0.28816 2.51417 0.053 0.005 -0.007
C -4.40093 0.74363 3.03282 -0.070 -0.003 -0.014
S -1.72902 -1.14535 0.72354 -0.433 0.039 -0.203
O -1.69308 -2.57429 0.63236 -0.151 0.143 0.024
O -0.57359 -0.53324 1.43325 0.041 -0.166 0.051
N -1.56555 -0.53759 -0.74555 -0.238 -0.172 -0.058
C -1.45008 0.83682 -0.79527 0.113 0.241 -0.066
N -2.49217 1.65750 -0.77234 -0.116 -0.055 -0.044
C -2.20921 2.95312 -0.79001 0.044 -0.044 0.007
C -0.91207 3.45131 -0.81844 0.057 0.101 -0.009
C 0.11105 2.52888 -0.84563 0.000 -0.177 -0.240
N -0.16093 1.22370 -0.86192 -0.455 0.298 0.565
H -7.63387 0.67791 2.43364 -0.004 0.010 0.005
H -6.79628 1.56825 3.60434 -0.008 0.002 -0.004
H -6.54261 -0.84746 0.92907 -0.001 -0.001 -0.001
H -4.40139 -1.65863 0.00710 -0.017 0.005 0.004
H -2.26160 0.59658 2.94366 -0.004 0.004 0.009
H -4.40019 1.41123 3.88548 -0.007 0.003 0.003
H -3.05833 3.62730 -0.77086 -0.005 0.005 -0.006
H -0.71984 4.51340 -0.81582 0.031 -0.009 0.000
H 1.15847 2.80257 -0.87050 0.010 0.029 0.018
C 4.96839 0.50741 -2.86313 -0.044 -0.062 0.087
Ge 4.19676 -0.64328 -1.45888 0.071 -0.023 -0.037
C 4.25737 -2.48905 -2.13780 -0.009 0.112 0.046
C 5.38952 -0.55057 0.10528 -0.069 -0.014 -0.085
C 2.43041 0.15005 -1.06555 -0.214 0.073 -0.050
H 5.97276 0.17181 -3.12586 0.000 -0.008 0.006
H 5.03165 1.54352 -2.52671 -0.002 -0.008 0.021
H 4.35278 0.47870 -3.76337 -0.017 -0.019 0.006
H 5.30095 -2.81195 -2.12517 -0.001 0.020 0.009
H 3.89172 -2.54491 -3.16170 -0.015 0.034 -0.003
H 3.67403 -3.18945 -1.54170 0.007 0.021 0.014
H 6.42299 -0.60877 -0.24152 0.000 -0.014 -0.018
H 5.21423 -1.37250 0.79924 -0.008 0.004 -0.022
H 5.26289 0.38133 0.65616 -0.015 0.012 -0.024
H 2.14798 0.69618 -1.97351 -0.004 0.008 0.005
H 2.58637 0.90012 -0.27453 0.008 -0.015 0.014
```
Positions in Å, forces in eV/Å.

Strongest force on any atom: 1.76 eV/A
ΔE to the lowest compared entry with this formula, charge and spin: 0.0 kJ/mol
Total charge: 0



| no. | electronic energy (hartree) | orbital gap (Ha) | HOMO (eV) |
| --- | --- | --- | --- |
| 1 | -3376.76861 | 0.3240 | -12.4 |
| 2 | -814.66217 | 0.3619 | -9.1 |
| 3 | -4874.27803 | 0.2851 | -8.5 |